Density functional theory data (ωB97M-V/def2-TZVPD) for a single C17H12 molecule in a non-equilibrium geometry.

Results
SMILES string: C1=CC=C2C=C3C=CC=CC4=CC(=C1)[C@]21C[C@@]341
Strongest force on any atom (eV Å⁻¹): 2.66
Total energy (a.u.): -654.8776
HOMO energy (eV): -7.43
LUMO (eV): -0.5

Last column: Löwdin charge in e.
Atoms and positions in Å:
1 C -0.567 0.731 3.547  -0.0798
2 C 0.837 0.780 3.485  -0.0688
3 C 1.661 0.843 2.269  -0.0386
4 C 1.344 0.245 1.099  -0.1389
5 C 2.058 0.383 -0.175  0.0630
6 C 1.251 -0.134 -1.178  -0.1337
7 C 1.478 0.059 -2.577  -0.0479
8 C 0.557 -0.078 -3.600  -0.0634
9 C -0.909 -0.314 -3.559  -0.0719
10 C -1.760 -0.415 -2.480  -0.0240
11 C -1.346 -0.300 -1.073  -0.1281
12 C -2.100 0.179 -0.021  0.0674
13 C -1.250 0.150 1.175  -0.1171
14 C -1.484 0.737 2.414  -0.0290
15 C 0.053 -0.482 0.840  -0.2849
16 C 0.107 -1.904 0.381  0.0711
17 C -0.008 -0.736 -0.609  -0.2509
18 H -1.023 0.796 4.550  0.0979
19 H 1.388 0.922 4.411  0.0875
20 H 2.667 1.298 2.341  0.1149
21 H 2.938 1.004 -0.309  0.1206
22 H 2.550 0.241 -2.748  0.1137
23 H 1.020 0.061 -4.592  0.0961
24 H -1.381 -0.372 -4.524  0.0836
25 H -2.840 -0.488 -2.628  0.1069
26 H -3.100 0.521 -0.073  0.1073
27 H -2.407 1.255 2.631  0.0985
28 H 1.040 -2.442 0.385  0.1144
29 H -0.774 -2.541 0.619  0.1341

---

Density functional theory data (ωB97M-V/def2-TZVPD) for a molecular structure, C17H12Br2Cl6N3O2PbS2 in a non-equilibrium geometry.

Results
Strongest force on any atom (eV Å⁻¹): 1.31
Total energy (a.u.): -9868.1762
Energy above the lowest of the compared OMol25 structures with the same formula, charge and spin (eV): 3.037
HOMO energy (eV): -4.23
LUMO (eV): 1.6
Net charge: -1

Last column: Löwdin charge in e.
Atoms and positions in Å:
1 Pb 0.932 0.223 -0.392  1.0913
2 C 3.740 -1.815 -5.003  -0.4692
3 S 3.559 -2.941 -3.614  0.8209
4 C 2.439 -2.094 -2.537  -1.1237
5 S 1.794 -0.579 -2.976  0.4193
6 N 2.241 -2.823 -1.470  -0.1185
7 N 1.403 -2.276 -0.541  -0.1265
8 C 1.149 -3.019 0.465  -0.0947
9 C 0.288 -2.545 1.550  -0.2745
10 C -0.073 -3.406 2.579  -0.0244
11 C -0.905 -2.936 3.583  -0.0564
12 C -1.338 -1.623 3.534  -0.0351
13 C -0.916 -0.823 2.481  -0.0912
14 N -0.128 -1.273 1.509  0.0305
15 H 4.428 -2.312 -5.687  0.0240
16 H 4.160 -0.863 -4.687  0.0193
17 H 2.788 -1.644 -5.499  0.0201
18 H 1.574 -4.019 0.522  0.1249
19 H 0.293 -4.424 2.578  0.1097
20 H -1.207 -3.586 4.393  0.1072
21 H -1.983 -1.202 4.292  0.0951
22 H -1.216 0.218 2.425  0.0929
23 Cl -1.110 3.382 3.177  0.2727
24 C -1.800 1.506 -0.129  -0.4510
25 C -1.328 0.452 -0.918  -0.2801
26 C -2.217 -0.162 -1.772  -0.7031
27 Cl -1.692 -1.544 -2.691  0.6356
28 C -3.550 0.247 -1.886  -0.7166
29 Cl -4.645 -0.555 -2.958  0.6351
30 C -3.994 1.305 -1.100  -0.6967
31 Cl -5.635 1.832 -1.201  0.6608
32 C -3.122 1.934 -0.216  -0.5879
33 Cl -3.637 3.238 0.794  0.7427
34 Br 2.082 4.265 0.261  0.5936
35 C 2.827 4.407 -1.502  -1.0756
36 Br 2.881 2.720 -2.435  0.5494
37 H 3.843 4.771 -1.418  -0.0094
38 H 2.207 5.083 -2.076  -0.0064
39 Cl -3.320 1.749 4.395  0.2226
40 C -2.855 3.502 4.140  -0.8707
41 C 3.321 -0.072 2.360  -0.0182
42 O -0.923 2.075 0.697  -0.1758
43 O 4.258 -0.685 2.246  0.0305
44 H -3.424 3.720 3.221  -0.1807
45 H -1.190 2.591 1.505  -0.1121

---

Density functional theory data (ωB97M-V/def2-TZVPD) for a molecular structure, C17H12Cl3F3NO6Rb.

Results
Strongest force on any atom (eV Å⁻¹): 0.31
Total energy (a.u.): -2865.6493
Energy above the lowest of the compared OMol25 structures with the same formula, charge and spin (eV): 0.895
HOMO energy (eV): -0.35
LUMO (eV): 3.9
Net charge: -2

Last column: Löwdin charge in e.
Atoms and positions in Å:
1 Rb -1.195 1.359 -0.195  0.9935
2 O 1.562 -2.146 -2.637  0.1059
3 C 0.705 -1.184 -2.240  -0.4655
4 O 0.752 -0.711 -1.138  0.0609
5 C -0.298 -0.805 -3.285  -0.1957
6 C -0.253 -1.303 -4.577  -0.0106
7 C -1.249 -0.892 -5.455  -0.0607
8 C -2.238 -0.039 -5.005  -0.0019
9 C -2.221 0.390 -3.675  -0.1613
10 N -1.249 0.020 -2.852  0.1198
11 C -3.373 1.287 -3.124  -0.6856
12 O -4.108 1.767 -4.002  -0.0372
13 O -3.414 1.379 -1.880  -0.1548
14 H 2.093 -2.365 -1.853  0.1347
15 H 0.530 -1.984 -4.876  0.1091
16 H -1.251 -1.245 -6.480  0.0989
17 H -3.041 0.316 -5.635  0.1087
18 Cl -1.009 0.377 5.224  0.4933
19 C -0.748 0.617 3.491  -0.9745
20 Cl -2.116 -0.042 2.547  0.4600
21 H 0.142 0.069 3.202  0.0322
22 H -0.681 1.674 3.254  0.0032
23 Cl 1.504 -5.842 2.846  0.5548
24 C 3.065 -5.050 2.597  -0.6318
25 C 4.190 -5.812 2.801  -0.1988
26 C 5.467 -5.278 2.624  -0.1882
27 C 5.540 -3.932 2.231  -0.1749
28 C 4.418 -3.170 2.026  -0.1023
29 C 3.068 -3.669 2.188  -0.4097
30 C 1.949 -2.894 1.977  -0.0847
31 H 4.058 -6.845 3.105  0.0765
32 H 6.353 -5.877 2.788  0.0560
33 H 6.512 -3.467 2.085  0.0772
34 H 4.528 -2.132 1.729  0.0887
35 H 0.961 -3.323 2.061  -0.0206
36 H 2.055 -1.883 1.604  0.0105
37 F 1.650 5.542 1.158  0.1150
38 C 0.619 4.933 0.526  -0.5368
39 F -0.355 5.852 0.421  0.1222
40 F 1.036 4.673 -0.732  0.1178
41 C 0.186 3.620 1.263  -0.7313
42 O -0.928 3.640 1.811  -0.0474
43 O 1.006 2.697 1.149  -0.0645

---

Density functional theory data (ωB97M-V/def2-TZVPD) for a molecular structure, C17H12ClN6O4Rh in a non-equilibrium geometry.

Results
Strongest force on any atom (eV Å⁻¹): 6.12
Total energy (a.u.): -1854.6286
Energy above the lowest of the compared OMol25 structures with the same formula, charge and spin (eV): 0.000
HOMO energy (eV): -14.69
LUMO (eV): -10.1
Net charge: +2

Last column: Löwdin charge in e.
Atoms and positions in Å:
1 Rh -0.600 0.485 -0.498  1.2890
2 N -0.870 4.597 -1.004  0.1664
3 C -1.307 4.700 0.298  0.0028
4 C -1.248 3.445 0.812  -0.0422
5 N -0.763 2.602 -0.160  0.0117
6 C -0.563 3.318 -1.253  -0.2351
7 C -0.059 2.643 -2.429  -0.2379
8 N 0.177 1.348 -2.341  0.0207
9 C 0.628 0.925 -3.568  -0.0439
10 C 0.690 1.999 -4.399  0.0026
11 N 0.255 3.073 -3.658  0.1664
12 H -0.825 5.364 -1.655  0.1868
13 H -1.615 5.632 0.744  0.1486
14 H -1.497 3.113 1.804  0.1348
15 H 0.894 -0.097 -3.772  0.1343
16 H 1.001 2.080 -5.428  0.1487
17 H 0.160 4.011 -4.011  0.1865
18 O -3.963 -4.107 0.743  0.1929
19 C -2.833 -4.274 1.283  -0.4955
20 O -2.563 -5.302 1.969  0.0410
21 C -1.781 -3.260 1.128  -0.0309
22 C -0.497 -3.331 1.672  -0.5027
23 Cl 0.053 -4.610 2.612  0.9693
24 N 0.169 -2.214 1.314  0.0036
25 N -0.665 -1.452 0.555  0.0178
26 C -1.827 -2.051 0.443  -0.1073
27 C -2.891 -1.335 -0.351  -0.4835
28 O -3.993 -1.851 -0.490  0.1647
29 O -2.505 -0.214 -0.830  -0.0535
30 C 1.510 -1.719 1.584  -0.1413
31 C 2.440 -2.413 2.347  -0.0041
32 C 3.700 -1.870 2.561  -0.0237
33 C 4.046 -0.642 2.025  -0.0389
34 C 3.118 0.053 1.263  -0.0492
35 C 1.866 -0.487 1.051  -0.0531
36 H -4.019 -3.216 0.218  0.0960
37 H 2.200 -3.367 2.776  0.0663
38 H 4.415 -2.420 3.157  0.1290
39 H 5.030 -0.226 2.196  0.1256
40 H 3.375 1.014 0.836  0.1180
41 H 1.158 0.058 0.456  0.0194

---

Density functional theory data (ωB97M-V/def2-TZVPD) for a gas-phase ion, C17H12ClN6O8 (charge -1) in a non-equilibrium geometry.

Results
SMILES string: CCOC(=O)[C@H](/N=C/c1ccc(Cl)cc1)[C@@H]1C(=[N+]([O-])[O-])c2no[n+]([O-])c2-c2no[n+]([O-])c21
Strongest force on any atom (eV Å⁻¹): 3.79
Total energy (a.u.): -2045.3037
Energy above the lowest of the compared OMol25 structures with the same formula, charge and spin (eV): 0.000
HOMO energy (eV): -4.67
LUMO (eV): 2.2
Net charge: -1

Last column: Löwdin charge in e.
Atoms and positions in Å:
1 C 3.343 -2.442 3.465  -0.0768
2 C 3.189 -1.971 2.019  -0.2284
3 O 1.848 -1.483 1.845  -0.0791
4 C 1.523 -1.252 0.527  -0.4009
5 O 2.282 -1.453 -0.410  0.0864
6 C 0.068 -0.751 0.411  -0.1808
7 N -0.061 -0.178 -0.872  0.1016
8 C -0.831 0.320 -1.757  -0.0851
9 C -0.567 0.237 -3.229  -0.1849
10 C -1.298 0.968 -4.181  -0.0456
11 C -1.027 0.863 -5.546  -0.1091
12 C 0.003 -0.012 -5.972  -0.6661
13 Cl 0.309 -0.206 -7.676  0.6240
14 C 0.755 -0.747 -5.027  -0.0931
15 C 0.455 -0.622 -3.665  -0.0121
16 C -0.136 0.137 1.691  -0.1219
17 C -1.459 -0.223 2.357  -0.0805
18 N -1.620 -1.615 2.642  -0.3242
19 O -2.474 -1.933 3.493  0.0025
20 O -0.941 -2.507 2.004  -0.0612
21 C -2.424 0.755 2.610  -0.1748
22 N -3.636 0.656 3.262  0.1070
23 O -4.153 1.920 3.259  -0.0067
24 N -3.335 2.821 2.576  -0.1943
25 O -3.642 3.999 2.510  0.0326
26 C -2.279 2.066 2.097  -0.0484
27 C -1.061 2.472 1.446  -0.1151
28 N -0.779 3.620 0.722  0.1298
29 O 0.403 3.347 0.093  -0.0015
30 N 0.897 2.039 0.409  -0.1690
31 O 1.934 1.630 -0.079  0.0668
32 C -0.017 1.543 1.322  -0.0762
33 H 4.426 -2.645 3.571  0.0730
34 H 3.054 -1.647 4.193  0.0842
35 H 2.763 -3.378 3.631  0.0867
36 H 3.796 -1.075 1.771  0.1338
37 H 3.430 -2.820 1.332  0.1317
38 H -0.605 -1.655 0.615  0.1509
39 H -1.757 0.887 -1.474  0.1249
40 H -2.075 1.640 -3.819  0.1094
41 H -1.592 1.451 -6.281  0.1022
42 H 1.559 -1.412 -5.366  0.1049
43 H 1.002 -1.186 -2.905  0.1126
44 H 0.733 -0.158 2.383  0.1708

---

Density functional theory data (ωB97M-V/def2-TZVPD) for a single C17H12F4N2 molecule in a non-equilibrium geometry.

Results
SMILES string: Cc1nccn1C(c1cc(F)cc(F)c1)c1cc(F)cc(F)c1
Strongest force on any atom (eV Å⁻¹): 2.53
Total energy (a.u.): -1163.9061
Energy above the lowest of the compared OMol25 structures with the same formula, charge and spin (eV): 0.401
HOMO energy (eV): -8.78
LUMO (eV): -0.1

Last column: Löwdin charge in e.
Atoms and positions in Å:
1 C 1.179 -3.475 0.162  -0.0301
2 C 0.576 -2.610 -0.857  -0.3741
3 N 0.443 -2.982 -2.137  0.1021
4 C -0.177 -1.908 -2.812  -0.1028
5 C -0.380 -0.922 -1.904  -0.1296
6 N 0.052 -1.328 -0.693  -0.0392
7 C -0.150 -0.223 0.345  -0.1286
8 C -1.469 0.566 0.308  -0.1563
9 C -1.663 1.978 0.458  0.0545
10 C -2.991 2.449 0.687  -0.2140
11 F -3.181 3.775 1.021  0.0335
12 C -4.146 1.661 0.754  0.0744
13 C -3.873 0.312 0.502  -0.2199
14 F -4.915 -0.574 0.590  0.0414
15 C -2.607 -0.252 0.211  0.0336
16 C 1.122 0.617 0.246  -0.1271
17 C 2.265 -0.202 0.231  0.0440
18 C 3.511 0.361 0.535  -0.2267
19 F 4.573 -0.489 0.670  0.0480
20 C 3.740 1.719 0.795  0.0759
21 C 2.593 2.501 0.556  -0.2120
22 F 2.697 3.833 0.895  0.0334
23 C 1.308 2.025 0.167  0.0485
24 H 1.316 -2.894 1.061  0.0637
25 H 0.529 -4.318 0.421  0.0885
26 H 2.153 -3.887 -0.127  0.0956
27 H -0.470 -1.861 -3.858  0.0964
28 H -0.781 0.066 -1.980  0.1215
29 H -0.192 -0.964 1.262  0.1964
30 H -0.883 2.754 0.478  0.0908
31 H -5.138 2.018 1.010  0.1348
32 H -2.464 -1.327 0.028  0.1387
33 H 2.184 -1.283 0.034  0.1082
34 H 4.688 2.119 1.128  0.1305
35 H 0.550 2.746 -0.187  0.1056

---

Density functional theory data (ωB97M-V/def2-TZVPD) for a single C17H12FNO4 molecule.

Results
SMILES string: O=C(Cc1ccc(F)cc1)OCN1C(=O)c2ccccc2C1=O
Strongest force on any atom (eV Å⁻¹): 0.72
Total energy (a.u.): -1110.6627
HOMO energy (eV): -9.06
LUMO (eV): -0.6

Last column: Löwdin charge in e.
Atoms and positions in Å:
1 O -1.527 -0.546 1.443  0.1334
2 C -1.281 -0.636 0.277  -0.4723
3 C -2.075 -0.030 -0.859  -0.0354
4 C -3.533 0.073 -0.518  -0.2264
5 C -3.955 0.962 0.465  -0.0242
6 C -5.290 1.047 0.812  0.0026
7 C -6.200 0.235 0.160  -0.2783
8 F -7.508 0.317 0.488  0.0529
9 C -5.810 -0.659 -0.819  -0.0075
10 C -4.468 -0.736 -1.150  -0.0296
11 O -0.224 -1.324 -0.218  0.0310
12 C 0.761 -1.731 0.705  -0.0911
13 N 1.963 -0.962 0.501  0.0784
14 C 1.995 0.430 0.415  -0.3291
15 O 1.041 1.155 0.521  0.1535
16 C 3.414 0.768 0.154  -0.0724
17 C 4.029 1.993 0.002  0.0105
18 C 5.400 2.002 -0.240  -0.0583
19 C 6.121 0.821 -0.326  -0.0587
20 C 5.500 -0.415 -0.173  0.0106
21 C 4.141 -0.423 0.067  -0.0743
22 C 3.206 -1.552 0.271  -0.3472
23 O 3.407 -2.737 0.262  0.1369
24 H -1.648 0.966 -1.012  0.1407
25 H -1.906 -0.621 -1.759  0.1266
26 H -3.229 1.582 0.966  0.1223
27 H -5.631 1.730 1.575  0.1182
28 H -6.546 -1.279 -1.306  0.1164
29 H -4.149 -1.434 -1.910  0.1143
30 H 0.378 -1.586 1.726  0.1486
31 H 1.012 -2.781 0.525  0.1475
32 H 3.462 2.908 0.071  0.1228
33 H 5.910 2.945 -0.362  0.1073
34 H 7.183 0.860 -0.515  0.1073
35 H 6.054 -1.339 -0.239  0.1230

---

Density functional theory data (ωB97M-V/def2-TZVPD) for a molecular structure, C17H12HfN7O3S2Te in a non-equilibrium geometry.

Results
Strongest force on any atom (eV Å⁻¹): 2.50
Total energy (a.u.): -2376.1735
Energy above the lowest of the compared OMol25 structures with the same formula, charge and spin (eV): 1.775
HOMO energy (eV): -10.91
LUMO (eV): -4.1
Net charge: +1

Last column: Löwdin charge in e.
Atoms and positions in Å:
1 Hf 0.209 1.658 0.495  1.2228
2 N -1.448 -5.563 -3.339  0.1501
3 C -1.074 -4.408 -2.760  -0.2933
4 C -0.780 -4.339 -1.384  -0.0005
5 C -0.447 -3.139 -0.799  -0.0495
6 C -0.397 -1.990 -1.577  -0.3085
7 C -0.628 -2.032 -2.948  -0.0402
8 C -0.956 -3.233 -3.531  -0.0015
9 S -0.091 -0.452 -0.814  0.6488
10 O 0.790 0.450 -1.563  -0.3654
11 O -1.305 0.331 -0.528  -0.3381
12 N 0.591 -0.482 0.661  -0.1637
13 C 1.956 -0.409 0.512  -0.5225
14 N 2.452 0.843 0.655  0.0157
15 C 3.776 0.989 0.564  -0.0553
16 C 4.601 -0.080 0.257  0.0012
17 C 3.973 -1.301 0.039  -0.0663
18 N 2.667 -1.464 0.170  0.1734
19 H -1.544 -6.408 -2.805  0.1159
20 H -1.672 -5.586 -4.318  0.1147
21 H -0.819 -5.239 -0.790  0.1204
22 H -0.212 -3.067 0.252  0.1182
23 H -0.536 -1.126 -3.527  0.1275
24 H -1.129 -3.285 -4.594  0.1205
25 H 4.152 1.991 0.736  0.1342
26 H 5.669 0.025 0.177  0.1163
27 H 4.519 -2.184 -0.266  0.1256
28 Te 0.535 3.832 -1.035  0.8795
29 C -1.022 4.605 0.217  -0.9826
30 C -2.140 5.310 -0.083  -0.2210
31 C -2.916 5.613 1.064  -0.1664
32 C -2.376 5.139 2.211  -0.3655
33 S -0.870 4.340 1.928  0.9144
34 H -2.404 5.600 -1.084  0.1073
35 H -3.839 6.161 1.021  0.1125
36 H -2.737 5.224 3.214  0.0705
37 O -1.455 1.591 1.706  -0.3333
38 N -1.651 0.720 2.630  0.0767
39 C -0.747 0.391 3.508  -0.2887
40 C 0.473 1.078 3.313  -0.0524
41 N 0.994 1.861 2.614  0.0996
42 C -1.004 -0.581 4.500  -0.1531
43 N -1.159 -1.384 5.299  0.2018

---

Number 1: HOMO-LUMO gap 6.97 eV. Number 2: HOMO-LUMO gap 5.78 eV. Number 3: HOMO-LUMO gap 4.26 eV. Number 4: HOMO-LUMO gap 4.59 eV. Number 5: HOMO-LUMO gap 6.84 eV. Number 6: HOMO-LUMO gap 8.72 eV. Number 7: HOMO-LUMO gap 8.46 eV. Number 8: HOMO-LUMO gap 6.80 eV.